210
Properties=species:S:1:pos:R:3:forces:R:3:mulliken_charge:R:1 method="wB97M-V/def2-TZVPD" e_tot_ha=-3388.4094 de_lowest_kj_mol=3963.8 charge=0
C -3.62337 -4.92566 -3.90175 1.12 0.75 -1.30 -1.993
C -2.55409 -4.05186 -3.17329 -0.64 -1.54 0.77 1.356
C -2.85102 -2.53440 -3.26124 -1.40 -2.94 0.92 0.205
C -4.06642 -2.16207 -2.43429 0.01 -0.32 -0.10 -2.053
C -3.80284 -2.48540 -0.99486 -3.05 -2.04 -4.63 -0.439
C -3.65081 -4.02018 -0.78501 0.54 -1.09 -0.43 1.677
N -2.58658 -4.56311 -1.74168 -0.33 1.79 -0.44 1.269
O -2.44098 -5.98793 -1.73002 -0.19 0.93 0.28 -0.668
C -3.09019 -4.21739 0.62819 -1.33 -6.13 0.36 -0.870
C -5.05040 -4.74904 -0.89746 0.03 1.48 0.06 -1.890
C -1.11952 -4.33271 -3.84680 -1.61 -0.12 0.83 -1.499
H -4.68605 -4.83253 -3.67778 0.25 0.46 0.42 0.200
H -3.35540 -5.97804 -3.80794 0.02 0.14 -0.07 0.465
H -3.46521 -4.60757 -4.93223 -0.46 -0.43 -0.51 0.537
H -2.04007 -1.91202 -2.88294 -1.24 -1.93 -0.43 -0.782
H -3.01932 -2.30090 -4.31255 -0.23 -1.32 0.03 1.798
H -4.97220 -2.67198 -2.76239 -0.08 0.08 -0.24 0.717
H -4.23539 -1.08529 -2.42448 -0.65 -1.09 -0.68 -0.139
H -4.76044 -2.26017 -0.52541 0.20 0.54 0.18 1.273
H -2.98151 -1.92786 -0.54469 -2.64 -1.04 -5.80 -0.036
H -2.03242 -3.98547 0.75247 -1.20 -1.30 -0.14 0.306
H -3.68771 -3.66390 1.35257 0.38 -4.09 -0.36 -0.157
H -3.24249 -5.25348 0.93054 0.29 -0.76 -0.51 0.770
H -4.99495 -5.83258 -1.00212 0.09 0.22 0.05 0.334
H -5.71807 -4.44135 -0.09270 0.56 -0.52 1.13 0.432
H -5.71690 -4.28896 -1.62698 0.59 -0.36 -1.12 0.374
H -0.30825 -3.97671 -3.21181 -0.02 -0.04 0.06 0.182
H -1.04601 -3.84307 -4.81785 -0.15 0.14 0.02 0.270
H -1.01566 -5.40384 -4.01997 0.13 -0.01 0.11 0.479
H -1.51692 -5.98403 -1.46985 0.13 -0.76 0.18 0.334
C 3.29734 -5.03293 2.31675 -0.25 -0.30 -1.23 -1.884
C 2.70638 -3.65499 2.08410 0.83 1.77 0.79 1.713
C 2.98808 -2.74805 3.33639 -0.48 -0.50 0.59 -1.105
C 4.39830 -2.40355 3.54131 1.53 -0.02 0.39 -2.092
C 4.95624 -1.65487 2.37059 -0.54 -0.88 0.02 -0.332
C 4.71136 -2.36218 0.99748 0.94 1.14 1.27 1.684
N 3.26988 -2.94618 0.89162 2.85 2.40 1.69 1.180
O 3.11158 -3.50474 -0.34412 2.27 -3.70 -0.12 -0.856
C 4.97210 -1.15952 0.05078 0.54 -0.75 -1.55 -1.873
C 5.84736 -3.42929 0.76417 -1.52 0.98 0.57 -1.578
C 1.22592 -3.53536 1.98296 -0.71 -0.64 -0.42 -1.965
H 3.35805 -5.50051 1.33401 0.14 -0.13 -0.17 0.408
H 2.65318 -5.71041 2.87728 0.18 0.28 0.52 0.458
H 4.32386 -4.95202 2.67426 -0.31 -0.31 0.34 0.197
H 2.41405 -1.82991 3.46135 -0.40 0.19 -1.02 -0.120
H 2.65239 -3.27741 4.22812 -0.14 -0.61 -0.07 0.750
H 4.96669 -3.31634 3.71978 0.27 -0.02 0.13 0.533
H 4.54489 -1.75476 4.40485 -0.14 -0.19 0.37 0.665
H 6.01546 -1.46646 2.54567 0.17 -0.26 -0.40 1.064
H 4.52237 -0.65583 2.41259 -0.46 -0.37 -0.42 -1.688
H 4.92510 -1.55812 -0.96264 0.24 0.11 -0.35 0.898
H 4.27003 -0.32745 0.10416 0.86 -0.52 0.22 0.307
H 5.95217 -0.68251 0.04529 0.19 -0.74 0.83 0.480
H 5.83740 -4.05975 1.65329 -0.05 -0.61 -0.50 0.305
H 5.56598 -3.88394 -0.18568 0.51 -0.60 0.23 0.416
H 6.84252 -2.98460 0.76791 -0.14 0.27 -0.42 0.381
H 0.86741 -4.02408 1.07702 -0.24 -0.29 0.35 0.308
H 1.00147 -2.47093 1.91426 -0.32 -0.13 -0.07 -0.252
H 0.73380 -3.92399 2.87452 -0.07 -0.25 -0.04 1.134
H 2.71761 -2.82146 -0.89141 0.84 -0.41 0.12 0.177
C 1.37291 3.40805 -1.73340 1.67 2.16 -2.53 -1.022
C 0.87305 4.47489 -0.68516 0.55 -2.08 -0.21 2.399
C 2.17660 5.12195 -0.10967 -1.83 1.85 -1.28 -0.090
C 2.75208 6.19537 -1.13406 1.15 -2.46 2.38 -0.782
C 1.74464 7.21139 -1.50330 -1.02 -0.38 0.13 -1.601
C 0.39213 6.57323 -1.95624 -2.07 0.79 -1.50 1.669
N -0.13375 5.43167 -1.13756 2.43 2.21 1.42 -0.364
O -1.30596 4.82081 -1.59783 1.82 2.30 -0.14 -0.141
C -0.67043 7.74758 -1.80993 0.41 -1.37 -0.20 -1.994
C 0.47885 6.14494 -3.45069 -0.08 -0.24 0.16 -1.132
C 0.19599 3.59118 0.33151 -1.74 9.49 4.93 -1.591
H 2.06313 3.82443 -2.46710 -0.22 0.60 -0.31 1.016
H 0.54466 2.93228 -2.25851 0.89 0.81 -0.35 -0.149
H 1.91579 2.56618 -1.30372 1.09 1.96 -1.06 0.472
H 1.84803 5.67800 0.76837 0.08 0.20 0.27 0.733
H 2.92528 4.41347 0.24478 -0.41 -0.01 -0.63 -1.597
H 3.23142 5.66500 -1.95689 -0.33 0.11 -0.36 0.347
H 3.59271 6.53982 -0.53175 0.17 0.88 -0.36 0.576
H 2.16639 7.85141 -2.27829 -0.45 -0.04 -0.37 0.381
H 1.49938 7.89378 -0.68949 0.22 -0.18 0.38 0.454
H -0.34322 8.68785 -2.25371 0.21 -0.10 -0.02 0.392
H -1.58405 7.43873 -2.31787 -0.16 0.09 0.09 0.427
H -0.86874 7.88229 -0.74663 -0.05 0.12 -0.01 0.484
H -0.13143 5.30320 -3.77801 -0.33 -0.25 0.80 -0.163
H 0.08207 6.92059 -4.10569 0.87 0.40 -0.13 0.494
H 1.49289 5.78706 -3.62886 0.14 0.55 -0.58 0.347
H 1.01365 3.09569 0.85499 -2.13 2.31 2.33 1.035
H -0.40433 2.82698 -0.16215 -1.44 16.52 3.74 -0.316
H -0.42563 4.12401 1.05108 0.06 1.14 0.24 0.569
H -2.01967 5.10633 -1.02277 0.03 0.36 0.47 0.347
C -3.71478 -3.97763 3.86060 -0.50 -0.31 0.41 -1.603
C -3.86584 -2.52548 4.43906 1.09 -1.58 0.13 1.747
C -2.44745 -1.98681 4.94615 -0.79 -0.95 -0.82 -2.125
C -1.60138 -1.33988 3.85613 0.46 -1.00 0.44 0.262
C -2.36889 -0.48594 2.88501 0.31 0.49 1.51 0.221
C -3.63369 -1.08987 2.22964 -0.87 0.58 2.27 1.105
N -4.47501 -1.60270 3.41939 1.36 0.91 0.72 0.197
O -5.79357 -1.99730 3.09427 0.48 -0.63 -0.57 -0.507
C -4.41453 0.06165 1.60080 -0.44 0.96 -0.96 -1.850
C -3.20195 -2.08884 1.14068 -1.19 4.13 6.33 0.423
C -4.77372 -2.64649 5.69864 0.28 1.16 -0.68 -2.072
H -4.61650 -4.36706 3.38802 -0.33 0.80 -0.65 0.402
H -3.72369 -4.73678 4.64273 0.90 0.22 0.58 0.577
H -2.89048 -4.16825 3.17336 0.12 0.21 0.27 0.140
H -2.51930 -1.40889 5.86753 -0.51 0.65 -0.32 0.433
H -1.85227 -2.82945 5.29802 -0.32 -0.49 -0.02 0.453
H -0.99386 -2.09350 3.35505 -0.26 -0.40 -0.30 -0.734
H -0.83099 -0.79937 4.40608 0.04 0.64 -0.30 0.795
H -1.73302 -0.17379 2.05656 0.50 0.75 3.40 0.021
H -2.50924 0.40962 3.49031 -1.01 0.43 -0.44 1.037
H -3.81582 0.60174 0.86735 0.38 -0.23 -0.04 -0.156
H -5.29874 -0.18059 1.01123 -0.08 -0.76 0.12 0.394
H -4.75978 0.89050 2.21879 0.19 -0.39 0.88 0.415
H -2.48414 -2.80304 1.54412 0.03 2.39 0.68 -0.769
H -4.09113 -2.68124 0.92500 0.15 3.11 0.21 1.020
H -2.83999 -1.57435 0.25052 -0.23 1.50 5.72 0.007
H -5.62410 -3.28768 5.46656 -0.38 0.64 0.17 0.356
H -4.91955 -1.59420 5.94258 -1.32 0.13 -0.15 0.552
H -4.37551 -2.95423 6.66550 0.92 -0.78 -0.51 0.379
H -6.34446 -1.28111 3.41861 0.05 0.15 0.08 0.369
C 6.46334 1.11944 1.81609 -0.37 0.90 -0.73 -0.650
C 5.96981 2.60571 1.62184 -0.24 0.38 0.47 0.962
C 4.71875 2.69683 0.60733 2.29 -0.36 0.63 -1.387
C 3.45778 2.10342 1.14735 0.07 2.25 1.92 0.180
C 3.06746 2.91008 2.43318 0.67 0.15 -0.73 -1.591
C 4.15750 2.88472 3.52876 0.78 -0.24 0.30 1.531
N 5.51397 3.19598 2.90640 -0.72 0.99 0.08 0.141
O 6.56195 3.04438 3.87581 -0.71 -0.81 0.11 -0.499
C 3.77830 3.99043 4.59580 0.96 -0.89 -1.52 -1.749
C 4.07396 1.48616 4.24685 -0.85 1.28 -0.60 -1.283
C 7.09693 3.52980 1.06725 0.19 -1.17 -0.40 -1.775
H 5.60193 0.55958 2.18026 0.51 0.16 -0.58 0.332
H 7.29795 0.83156 2.45536 -0.01 1.07 0.60 0.416
H 6.84832 0.78422 0.85301 -0.57 -0.21 -0.19 0.415
H 4.59124 3.75166 0.36408 -0.02 0.08 0.33 0.234
H 5.03623 2.27519 -0.34636 0.05 -0.43 -0.04 0.843
H 3.43930 1.03693 1.37174 1.48 2.19 1.33 0.738
H 2.65381 2.24282 0.42464 0.79 -0.29 0.15 1.373
H 2.08802 2.57774 2.77718 0.77 0.08 0.99 1.122
H 2.77967 3.91506 2.12449 0.74 0.39 0.14 0.494
H 4.19787 4.93250 4.24286 0.07 0.06 0.24 0.421
H 2.69302 4.08981 4.57583 0.02 -0.13 0.52 0.318
H 4.20866 3.67473 5.54618 -0.31 0.42 0.14 0.421
H 3.89790 0.71989 3.49191 0.14 -0.18 0.34 0.100
H 4.85341 1.22415 4.96233 0.19 0.22 -0.33 0.266
H 3.14500 1.64747 4.79376 -0.14 -0.69 0.28 0.599
H 6.80615 4.50793 0.68409 -0.42 -0.02 0.38 0.296
H 7.53162 3.00357 0.21741 -0.01 -0.06 -0.31 0.369
H 7.95568 3.63330 1.73053 -0.27 0.07 0.37 0.495
H 7.05530 3.86709 3.91264 -0.33 0.34 -0.24 0.364
C -0.64112 -1.06973 -2.09696 1.11 -0.99 0.88 -1.170
C -0.20418 -1.53086 -0.74260 -0.63 -3.61 -0.68 0.283
C 1.22871 -2.17648 -0.91659 -0.18 3.29 1.83 -0.626
C 2.35043 -1.06197 -0.82968 -1.60 0.67 -0.20 -0.628
C 2.15685 -0.24090 0.46387 -2.06 -2.69 -2.40 0.747
C 0.72294 0.42591 0.43775 0.23 0.84 2.92 0.434
N -0.37127 -0.58503 0.29817 3.02 0.56 1.12 1.567
O -1.69291 -0.10836 0.46439 2.59 1.33 -3.49 -0.515
C 0.67735 0.90426 1.87997 -0.62 0.34 0.95 -2.143
C 0.60558 1.74571 -0.32166 2.84 -12.41 -3.78 -0.489
C -1.01662 -2.77822 -0.28406 0.47 0.28 -1.81 -0.847
H -1.63458 -0.62926 -2.18131 0.93 -0.54 1.21 -1.151
H -0.64096 -1.86756 -2.83964 1.08 0.10 0.31 0.376
H -0.00391 -0.28748 -2.50943 1.97 -2.02 1.70 0.226
H 1.46558 -2.78176 -0.04159 -1.59 0.41 -0.81 -0.207
H 1.37297 -2.72546 -1.84715 -0.89 -0.13 -0.10 0.874
H 2.18747 -0.44891 -1.71609 0.26 0.48 -0.13 0.658
H 3.39615 -1.36942 -0.82424 -1.70 -0.20 -0.85 -0.575
H 3.07734 0.30374 0.67400 -2.52 -1.04 -1.72 -1.497
H 2.17856 -0.97724 1.26728 -0.38 0.02 0.06 0.151
H 1.56364 1.52339 2.01880 -1.07 -0.79 0.04 -1.128
H -0.21437 1.49235 2.09695 -0.07 0.34 -0.03 0.846
H 0.66552 0.14019 2.65725 0.26 -0.47 -0.22 -0.419
H -0.37867 2.21110 -0.26928 1.15 -16.62 -3.08 -0.637
H 1.34944 2.46495 0.02106 -0.87 -3.78 -1.62 -1.144
H 0.94279 1.56620 -1.34253 -1.26 -1.81 0.25 1.327
H -2.09713 -2.67949 -0.38818 3.13 -0.42 -0.16 -1.734
H -0.85925 -3.17213 0.72002 1.09 0.98 -0.27 0.534
H -0.91985 -3.59625 -0.99789 0.81 0.02 0.18 0.833
H -2.08394 -0.65175 1.15246 0.35 -0.49 -1.30 -1.904
C -4.84154 1.85182 -6.08317 0.47 0.17 0.88 -1.918
C -4.14525 1.04080 -4.89194 0.31 1.80 -0.25 1.857
C -3.01003 0.26893 -5.60000 1.20 -2.08 1.61 -2.251
C -2.00920 -0.37994 -4.53851 -0.20 2.89 0.00 0.068
C -1.37733 0.75006 -3.67456 -1.77 0.89 -1.35 -0.037
C -2.45550 1.55249 -2.90307 -0.04 -0.68 -1.70 2.488
N -3.46640 1.99850 -3.93105 1.01 -0.42 -1.88 0.410
O -4.34843 3.00354 -3.51558 -0.64 -0.28 0.99 -0.484
C -3.10434 0.71610 -1.73772 0.64 2.41 -0.59 -0.511
C -1.69480 2.77992 -2.45840 -2.00 -0.41 0.11 -2.658
C -5.19144 0.16123 -4.14970 -0.56 -0.70 -1.29 -1.162
H -5.24747 1.16216 -6.82323 -0.22 -0.17 0.26 0.451
H -4.16230 2.48938 -6.64908 0.63 -0.20 0.21 0.443
H -5.59666 2.56942 -5.76232 -0.36 -0.47 0.31 0.401
H -3.44129 -0.59711 -6.10210 -0.36 0.01 -0.32 0.778
H -2.40982 0.78188 -6.35148 -0.43 0.65 0.16 0.429
H -1.12350 -0.87108 -4.94152 -0.37 -0.56 -0.71 0.653
H -2.58781 -1.09645 -3.95549 0.97 2.81 -1.07 -0.445
H -0.81869 1.38588 -4.36140 -0.15 0.49 -0.05 0.911
H -0.69660 0.36709 -2.91427 -1.74 2.97 -2.62 -0.680
H -2.51262 0.87175 -0.83564 -0.35 -0.02 -0.54 -0.354
H -4.06528 1.20815 -1.58746 -0.32 -0.39 0.17 1.463
H -3.17691 -0.35084 -1.94860 0.04 1.33 0.40 -1.686
H -2.36599 3.43579 -1.90392 -0.21 -1.10 -0.15 0.831
H -0.80139 2.57646 -1.86804 -1.37 -0.46 -0.34 -1.288
H -1.36719 3.38531 -3.30355 -0.13 -0.36 -0.22 1.165
H -6.15092 0.07542 -4.65973 -0.19 0.78 -0.43 0.415
H -5.46702 0.46243 -3.13904 0.52 0.06 -0.08 0.181
H -4.94646 -0.89894 -4.21394 0.51 0.18 0.44 0.161
H -4.12054 3.78203 -4.02902 0.23 0.00 -0.10 0.375